Entry 1:
{
  "formula": "C26H27BCl2F7IrN2O5S",
  "method": "ωB97M-V/def2-TZVPD",
  "elements": ["Ir", "C", "C", "C", "C", "C", "C", "C", "N", "C", "C", "C", "C", "C", "C", "C", "N", "C", "C", "C", "C", "H", "H", "H", "H", "H", "H", "H", "H", "H", "H", "H", "H", "H", "H", "H", "H", "H", "H", "H", "H", "H", "H", "H", "H", "Cl", "C", "C", "C", "Cl", "C", "O", "C", "C", "O", "C", "H", "H", "H", "F", "C", "F", "F", "S", "O", "O", "O", "F", "B", "F", "F", "F"],
  "positions_angstrom": [[0.013, 0.436, 0.244], [2.328, -5.529, -3.276], [1.277, -4.552, -3.816], [1.920, -3.692, -4.918], [0.117, -5.364, -4.406], [0.783, -3.600, -2.739], [-0.407, -2.889, -2.890], [-0.767, -1.935, -1.958], [-0.021, -1.661, -0.892], [1.085, -2.374, -0.686], [1.518, -3.336, -1.588], [1.855, -2.054, 0.528], [2.575, -3.016, 1.208], [3.287, -2.680, 2.357], [3.284, -1.339, 2.722], [2.520, -0.433, 2.014], [1.803, -0.786, 0.949], [4.041, -3.737, 3.149], [5.432, -3.897, 2.513], [4.190, -3.315, 4.615], [3.294, -5.080, 3.102], [2.584, -6.250, -4.052], [1.951, -6.078, -2.412], [3.248, -5.014, -2.995], [2.360, -4.339, -5.679], [2.710, -3.063, -4.503], [1.183, -3.045, -5.396], [0.510, -6.089, -5.119], [-0.598, -4.736, -4.938], [-0.417, -5.907, -3.624], [-1.056, -3.057, -3.737], [-1.681, -1.365, -2.051], [2.447, -3.846, -1.382], [2.538, -4.037, 0.859], [3.829, -0.990, 3.586], [2.462, 0.604, 2.307], [5.985, -2.957, 2.544], [5.350, -4.209, 1.470], [6.001, -4.654, 3.056], [4.849, -2.453, 4.723], [4.622, -4.135, 5.189], [3.216, -3.067, 5.041], [3.372, -5.552, 2.121], [2.239, -4.938, 3.341], [3.727, -5.765, 3.830], [-3.340, 4.292, -5.099], [-2.839, 3.222, -3.838], [-3.738, 2.901, -2.810], [-3.368, 2.029, -1.821], [-4.446, 1.628, -0.551], [-2.074, 1.412, -1.795], [-1.822, 0.496, -0.933], [-1.157, 1.846, -2.803], [0.229, 1.518, -2.725], [0.822, 0.844, -1.869], [-1.572, 2.713, -3.829], [-4.720, 3.352, -2.792], [0.846, 1.938, -3.536], [-0.877, 2.988, -4.614], [-1.945, 4.050, 2.254], [-1.161, 2.975, 2.349], [-1.913, 1.903, 2.089], [-0.680, 2.908, 3.576], [0.168, 3.167, 1.058], [0.623, 4.509, 1.186], [-0.576, 2.832, -0.156], [1.183, 2.116, 1.297], [-1.731, -1.061, 3.833], [-0.716, -1.113, 2.924], [-0.033, 0.149, 2.816], [0.203, -2.121, 3.204], [-1.213, -1.297, 1.579]],
  "lowdin_spin": [3.047, 0.000, 0.000, 0.000, 0.000, -0.001, 0.005, 0.010, 0.114, 0.008, 0.003, 0.009, 0.003, 0.000, 0.003, 0.009, 0.092, 0.000, 0.000, 0.000, 0.000, 0.000, 0.000, 0.000, 0.000, 0.000, 0.000, 0.000, 0.000, 0.000, 0.001, 0.001, 0.001, 0.001, 0.001, 0.001, 0.000, 0.000, 0.000, 0.000, 0.000, 0.000, 0.000, 0.000, 0.000, 0.002, 0.006, 0.002, 0.010, 0.001, 0.014, 0.151, 0.010, 0.019, 0.122, 0.002, 0.000, 0.006, 0.000, 0.000, -0.001, 0.001, 0.000, 0.005, 0.020, 0.090, 0.130, 0.002, 0.002, 0.045, 0.001, 0.054],
  "s2": 6.009,
  "spin_multiplicity": 5,
  "lumo_energy_ev": [-0.7, -2.5],
  "total_energy_ha": -3639.66276,
  "relative_energy_kj_mol": 41.1,
  "mol_weight_g_mol": 886.5,
  "e_homo_ev": [-8.455, -8.544],
  "gap_ev": [7.73, 6.09]
}

Entry 2:
{
  "formula": "C26H27BF4INO3",
  "method": "ωB97M-V/def2-TZVPD",
  "elements": ["C", "B", "O", "C", "C", "C", "C", "O", "N", "C", "O", "C", "I", "C", "F", "H", "H", "H", "H", "H", "H", "H", "H", "H", "H", "H", "H", "F", "C", "C", "C", "C", "C", "C", "H", "H", "H", "H", "H", "F", "C", "C", "C", "C", "C", "C", "H", "H", "H", "H", "H", "F", "C", "C", "C", "C", "C", "C", "H", "H", "H", "H", "H"],
  "positions_angstrom": [[3.291, -2.249, -0.301], [1.855, -1.777, 0.110], [1.367, -2.050, 1.357], [0.917, -0.984, -0.948], [0.117, -1.962, -1.824], [-1.184, -2.531, -1.236], [-1.141, -3.878, -0.692], [-1.273, -2.650, 0.130], [1.882, -0.293, -1.879], [2.248, 0.947, -1.402], [3.144, 1.630, -1.820], [1.305, 1.292, -0.283], [2.230, 1.415, 1.629], [0.197, 0.241, -0.401], [-0.480, 0.045, 0.771], [3.928, -1.388, -0.471], [3.728, -2.858, 0.484], [3.270, -2.833, -1.219], [1.627, -2.958, 1.552], [-0.131, -1.454, -2.753], [0.751, -2.819, -2.022], [-2.095, -2.271, -1.754], [-2.044, -4.447, -0.561], [-0.187, -4.286, -0.406], [1.687, -0.326, -2.868], [0.938, 2.293, -0.460], [-0.518, 0.645, -1.122], [-0.600, 3.447, -2.146], [-0.259, 4.645, -1.610], [-0.386, 4.817, -0.248], [-0.006, 6.033, 0.301], [0.468, 7.050, -0.515], [0.575, 6.849, -1.883], [0.216, 5.633, -2.445], [-0.761, 4.010, 0.369], [-0.081, 6.182, 1.369], [0.758, 7.998, -0.083], [0.947, 7.640, -2.520], [0.304, 5.448, -3.507], [-4.407, -2.176, -2.777], [-4.574, -0.851, -2.990], [-5.486, -0.441, -3.940], [-5.652, 0.920, -4.148], [-4.911, 1.839, -3.418], [-3.998, 1.397, -2.472], [-3.823, 0.039, -2.251], [-6.050, -1.175, -4.497], [-6.366, 1.263, -4.885], [-5.045, 2.899, -3.587], [-3.418, 2.107, -1.906], [-3.127, -0.326, -1.507], [1.823, -5.212, 4.027], [2.178, -4.267, 4.929], [2.499, -4.657, 6.212], [2.865, -3.678, 7.124], [2.901, -2.343, 6.746], [2.571, -1.982, 5.447], [2.206, -2.950, 4.524], [2.460, -5.703, 6.484], [3.125, -3.962, 8.135], [3.186, -1.586, 7.463], [2.592, -0.944, 5.147], [1.948, -2.689, 3.510]],
  "nbo_charge": [-1.049, 1.086, -0.891, -0.261, -0.422, 0.056, -0.132, -0.477, -0.636, 0.653, -0.554, -0.455, 0.148, 0.195, -0.338, 0.267, 0.222, 0.241, 0.491, 0.214, 0.221, 0.192, 0.204, 0.185, 0.406, 0.259, 0.174, -0.340, 0.380, -0.254, -0.200, -0.228, -0.184, -0.282, 0.223, 0.220, 0.218, 0.219, 0.232, -0.332, 0.397, -0.286, -0.187, -0.233, -0.175, -0.299, 0.231, 0.218, 0.218, 0.220, 0.229, -0.334, 0.395, -0.288, -0.189, -0.236, -0.176, -0.281, 0.229, 0.216, 0.216, 0.218, 0.228],
  "lumo_energy_ev": 0.3,
  "total_energy_ha": -2009.42402,
  "relative_energy_kj_mol": 0.0,
  "mol_weight_g_mol": 615.2,
  "e_homo_ev": -9.286,
  "gap_ev": 9.57,
  "smiles": "CB(O)[C@]1(C[C@H]2CO2)NC(=O)[C@H](I)[C@@H]1F.Fc1ccccc1.Fc1ccccc1.Fc1ccccc1"
}